Computed, not measured: a 14-piece molecular cluster, C28H73N13O29P overall, with ωB97M-V with the def2-TZVPD basis set.

Atoms and positions in Å:
C (0.382, 0.598, 4.905)
C (-0.869, 1.472, 4.753)
C (-2.121, 0.719, 4.273)
C (-2.335, -0.682, 4.849)
C (-3.225, -1.536, 3.937)
C (-3.172, -3.034, 4.243)
C (-1.813, -3.648, 3.876)
C (-1.881, -4.378, 2.529)
C (-0.528, -4.627, 1.856)
C (0.229, -3.316, 1.560)
C (1.712, -3.378, 1.988)
P (2.429, -1.790, 2.405)
C (2.335, -0.513, 1.081)
O (1.264, -0.796, 0.222)
C (0.135, 0.017, 0.453)
O (0.434, 1.320, 0.063)
C (-0.671, 2.028, -0.494)
C (-1.868, 2.148, 0.455)
O (-2.445, 3.437, 0.305)
H (1.278, 1.154, 4.623)
H (0.517, 0.234, 5.923)
H (0.309, -0.264, 4.236)
H (-0.638, 2.238, 4.005)
H (-1.079, 2.018, 5.675)
H (-2.133, 0.681, 3.179)
H (-2.995, 1.317, 4.551)
H (-2.799, -0.621, 5.837)
H (-1.390, -1.213, 4.976)
H (-4.255, -1.171, 3.979)
H (-2.884, -1.383, 2.908)
H (-3.451, -3.227, 5.281)
H (-3.936, -3.515, 3.629)
H (-1.053, -2.861, 3.827)
H (-1.471, -4.336, 4.655)
H (-2.359, -5.343, 2.702)
H (-2.511, -3.794, 1.854)
H (0.085, -5.300, 2.461)
H (-0.730, -5.109, 0.901)
H (-0.275, -2.473, 2.039)
H (0.225, -3.124, 0.489)
H (2.318, -3.817, 1.192)
H (1.864, -3.997, 2.877)
H (1.852, -1.305, 3.579)
H (3.785, -1.986, 2.680)
H (2.247, 0.464, 1.561)
H (3.274, -0.541, 0.528)
H (-0.680, -0.414, -0.135)
H (-0.131, -0.010, 1.522)
H (-0.965, 1.514, -1.417)
H (-0.335, 3.026, -0.766)
H (-2.615, 1.381, 0.233)
H (-1.511, 2.001, 1.480)
H (-2.649, 3.798, 1.171)
C (2.858, 4.170, -1.438)
N (1.886, 5.278, -1.230)
O (2.305, 6.346, -0.845)
O (0.715, 5.031, -1.462)
H (3.847, 4.533, -1.188)
H (2.555, 3.354, -0.788)
H (2.786, 3.872, -2.480)
C (1.430, -6.259, -2.547)
N (0.506, -6.397, -1.391)
O (-0.507, -5.727, -1.382)
O (0.825, -7.175, -0.512)
H (1.006, -5.534, -3.231)
H (2.386, -5.933, -2.154)
H (1.513, -7.245, -2.996)
C (-1.929, 0.102, -3.888)
N (-1.696, -0.636, -5.160)
O (-1.692, -1.849, -5.116)
O (-1.520, 0.033, -6.154)
H (-2.062, -0.623, -3.093)
H (-1.057, 0.727, -3.719)
H (-2.820, 0.708, -4.026)
C (5.964, -5.047, -4.333)
N (5.054, -5.228, -3.170)
O (4.008, -4.607, -3.152)
O (5.411, -5.990, -2.295)
H (5.503, -4.343, -5.016)
H (6.908, -4.677, -3.945)
H (6.100, -6.023, -4.788)
C (-5.764, -1.201, -0.296)
N (-4.555, -1.498, 0.522)
O (-3.618, -0.722, 0.463)
O (-4.577, -2.507, 1.193)
H (-5.591, -0.279, -0.837)
H (-5.909, -2.042, -0.967)
H (-6.602, -1.118, 0.389)
C (-0.429, 6.975, -4.062)
N (0.219, 6.823, -5.392)
O (0.477, 7.825, -6.026)
O (0.450, 5.689, -5.758)
H (-0.570, 8.031, -3.864)
H (-1.375, 6.443, -4.103)
H (0.225, 6.512, -3.330)
C (-2.711, 6.795, 6.823)
N (-1.714, 6.233, 7.779)
O (-2.100, 5.415, 8.582)
O (-0.574, 6.649, 7.691)
H (-3.671, 6.336, 7.027)
H (-2.736, 7.869, 6.980)
H (-2.363, 6.573, 5.819)
C (-4.791, 1.256, -7.960)
N (-5.219, 1.272, -6.534)
O (-4.615, 0.557, -5.758)
O (-6.140, 1.998, -6.237)
H (-3.961, 0.567, -8.056)
H (-5.649, 0.946, -8.549)
H (-4.504, 2.271, -8.219)
C (-0.864, 7.994, -8.849)
N (-1.177, 7.790, -10.290)
O (-1.813, 8.651, -10.861)
O (-0.772, 6.764, -10.797)
H (-1.289, 8.941, -8.540)
H (-1.296, 7.159, -8.306)
H (0.216, 7.985, -8.741)
C (4.648, 2.746, 3.328)
N (4.760, 1.923, 2.098)
O (4.789, 0.705, 2.201)
O (4.795, 2.505, 1.040)
H (4.612, 2.078, 4.181)
H (5.522, 3.390, 3.366)
H (3.747, 3.335, 3.242)
C (0.436, 5.232, 5.004)
N (1.551, 4.541, 4.301)
O (1.276, 3.710, 3.455)
O (2.678, 4.857, 4.618)
H (-0.497, 4.852, 4.605)
H (0.542, 5.023, 6.064)
H (0.555, 6.297, 4.824)
C (5.522, -4.138, 0.155)
N (6.321, -3.332, 1.121)
O (6.207, -3.589, 2.305)
O (7.028, -2.468, 0.655)
H (4.950, -4.868, 0.716)
H (4.882, -3.449, -0.390)
H (6.217, -4.626, -0.519)
C (-0.056, -10.264, -1.033)
N (0.598, -10.502, -2.350)
O (0.905, -9.526, -3.011)
O (0.783, -11.649, -2.680)
H (-0.138, -9.194, -0.899)
H (-1.027, -10.749, -1.061)
H (0.573, -10.717, -0.272)

Forces on atoms 1 to 2 (eV/Å):
C -0.017 0.191 -0.082
C 0.049 0.102 -0.376

Summary:
Largest force on an atom   0.53 eV/Å
Energy above the lowest of the compared OMol25 structures with the same formula, charge and spin   0.0 kJ/mol
E   -4344.28438 Ha
Lowest unoccupied orbital energy   -2.4 eV
Net charge   +1
Kohn-Sham gap   9.5026 eV

Mulliken atomic charge list, values in e, 2 entries:
1. C -0.31
2. C 0.16

Computed, not measured: C13H29Cs3N3O15S3 as an isolated structure, with ωB97M-V with the def2-TZVPD basis set.

Atoms and positions in Å:
Cs (-3.444, 0.999, -3.719)
Cs (0.624, 1.807, -4.144)
Cs (-3.200, 4.234, -1.714)
S (-0.689, 0.813, -1.192)
O (-1.718, 1.820, -1.170)
O (0.571, 1.410, -1.459)
O (-0.509, 0.076, 0.074)
O (-1.066, -0.087, -2.276)
C (-2.236, 3.356, 5.156)
C (-1.996, 2.821, 3.744)
O (-2.756, 2.043, 3.162)
N (-1.062, 3.360, 3.035)
C (-0.802, 3.199, 1.671)
H (-1.890, 4.381, 5.022)
H (-1.634, 2.864, 5.919)
H (-3.174, 3.261, 5.703)
H (-0.455, 3.990, 3.539)
H (-1.512, 3.766, 1.069)
H (-0.934, 2.146, 1.423)
H (0.139, 3.623, 1.319)
C (-3.989, -3.904, -1.404)
C (-3.241, -2.647, -1.848)
O (-3.796, -1.964, -2.683)
N (-2.009, -2.433, -1.387)
C (-1.189, -3.250, -0.453)
H (-4.742, -3.682, -0.648)
H (-3.442, -4.669, -0.852)
H (-4.452, -4.342, -2.288)
H (-1.562, -1.648, -1.839)
H (-1.236, -2.919, 0.585)
H (-0.130, -3.327, -0.699)
H (-1.456, -4.306, -0.422)
C (-0.641, -2.287, -4.581)
C (0.681, -2.503, -3.790)
O (1.584, -3.310, -4.213)
N (0.893, -1.694, -2.714)
C (2.104, -1.771, -1.885)
H (-0.724, -1.232, -4.842)
H (-1.534, -2.341, -3.959)
H (-0.715, -3.013, -5.391)
H (0.184, -1.105, -2.301)
H (2.932, -1.707, -2.592)
H (2.209, -2.630, -1.223)
H (2.211, -0.881, -1.265)
C (2.856, 2.507, 0.299)
C (2.661, 3.303, -0.939)
O (3.646, 4.257, -0.952)
S (5.062, 3.631, -0.386)
O (5.811, 4.628, 0.334)
O (5.751, 2.819, -1.366)
O (4.199, 2.639, 0.693)
H (2.744, 1.434, 0.145)
H (2.080, 2.453, 1.062)
H (1.626, 3.641, -0.899)
H (2.782, 2.597, -1.761)
C (0.826, -0.701, 2.946)
C (1.527, -1.498, 1.858)
O (1.770, -2.767, 2.397)
S (0.657, -3.161, 3.606)
O (1.508, -3.538, 4.739)
O (-0.424, -4.087, 3.091)
O (0.081, -1.651, 3.810)
H (0.024, -0.083, 2.541)
H (1.468, -0.183, 3.658)
H (2.394, -0.912, 1.553)
H (0.755, -1.643, 1.103)

Forces on atoms 1 to 2 (eV/Å):
Cs -0.073 -1.271 0.378
Cs 0.513 -0.316 -0.279

Summary:
Largest force on an atom   5.58 eV/Å
Energy above the lowest of the compared OMol25 structures with the same formula, charge and spin   406.7 kJ/mol
E   -3060.36067 Ha
Lowest unoccupied orbital energy   -4.6 eV
Net charge   +1
Kohn-Sham gap   6.7207 eV

Mulliken atomic charge list, values in e, 2 entries:
1. Cs 1.02
2. Cs 1.11

Computed, not measured: one molecule with the formula C13H15N3O, with ωB97M-V with the def2-TZVPD basis set.

Atoms and positions in Å:
C (0.427, 3.191, 4.066)
C (0.532, 2.485, 2.857)
C (-0.612, 2.557, 2.007)
C (-0.702, 1.705, 0.788)
N (-1.700, 1.587, -0.069)
N (-1.281, 0.693, -1.030)
C (-0.055, 0.209, -0.695)
C (0.771, -0.745, -1.485)
C (1.264, -1.910, -0.506)
C (1.461, -3.166, -1.404)
C (0.146, -3.505, -2.052)
C (-0.749, -2.375, -2.572)
C (0.180, -1.182, -2.811)
O (0.362, 0.885, 0.369)
C (-1.588, 3.443, 2.315)
C (-1.673, 4.126, 3.533)
N (-0.564, 4.027, 4.315)
H (1.102, 3.347, 4.944)
H (1.344, 1.800, 2.633)
H (1.622, -0.171, -1.754)
H (2.145, -1.558, -0.071)
H (0.481, -2.011, 0.253)
H (2.327, -2.967, -2.018)
H (1.852, -3.951, -0.796)
H (-0.471, -3.947, -1.389)
H (0.267, -4.179, -2.870)
H (-1.235, -2.625, -3.525)
H (-1.549, -2.195, -1.793)
H (-0.102, -0.304, -3.365)
H (0.928, -1.643, -3.405)
H (-2.469, 3.549, 1.702)
H (-2.460, 4.828, 3.829)

Forces on atoms 1 to 2 (eV/Å):
C 0.518 1.196 0.083
C -1.163 -0.469 0.451

Summary:
Largest force on an atom   5.32 eV/Å
Energy above the lowest of the compared OMol25 structures with the same formula, charge and spin   287.8 kJ/mol
E   -743.80632 Ha
Lowest unoccupied orbital energy   0.1 eV
SMILES   c1cc(-c2nnc(C3CCCCC3)o2)ccn1
Net charge   0
Kohn-Sham gap   9.2175 eV

Mulliken atomic charge list, values in e, 2 entries:
1. C -0.29
2. C -0.52

Computed, not measured: a 2-piece molecular cluster, C4H12NO3 overall, with ωB97M-V with the def2-TZVPD basis set.

Atoms and positions in Å:
C (-0.322, 1.263, 1.330)
C (0.507, 0.796, 0.134)
C (1.910, 1.335, 0.183)
O (2.504, 1.155, 1.474)
N (0.565, -0.681, 0.013)
C (-0.856, -1.294, 0.093)
O (-1.686, -0.839, -0.834)
H (-0.269, 0.577, 2.186)
H (-1.385, 1.239, 1.061)
H (-0.073, 2.259, 1.709)
H (-0.062, 1.159, -0.723)
H (2.506, 0.764, -0.529)
H (1.868, 2.393, -0.015)
H (1.954, 0.494, 1.925)
H (0.697, -0.791, -0.998)
H (-0.610, -2.349, 0.039)
H (-1.117, -1.137, 1.163)
H (-1.645, -1.676, -2.171)
H (-2.720, -2.396, -3.047)
O (-1.768, -2.271, -2.992)

Forces on atoms 1 to 2 (eV/Å):
C -0.660 -0.363 0.580
C -0.912 -0.442 0.131

Summary:
Largest force on an atom   1.39 eV/Å
Energy above the lowest of the compared OMol25 structures with the same formula, charge and spin   52.2 kJ/mol
E   -440.08826 Ha
Lowest unoccupied orbital energy   3.7 eV
Net charge   -1
Kohn-Sham gap   7.5247 eV

Mulliken atomic charge list, values in e, 2 entries:
1. C -1.61
2. C 0.17

Computed, not measured: C50H39Br2FeN3O3STe as an isolated structure, with ωB97M-V with the def2-TZVPD basis set.

Atoms and positions in Å:
Fe (5.334, -19.908, 11.808)
Br (7.803, -21.177, 12.842)
C (6.680, -22.754, 12.939)
C (7.143, -23.856, 13.600)
C (6.458, -25.039, 13.642)
Br (7.243, -26.509, 14.670)
C (5.202, -25.039, 13.076)
C (4.231, -26.047, 13.328)
C (3.061, -26.141, 12.600)
C (2.848, -25.114, 11.668)
N (3.562, -24.035, 11.529)
C (4.743, -24.010, 12.262)
C (5.558, -22.809, 12.136)
O (5.180, -21.815, 11.392)
H (8.121, -23.805, 14.104)
H (4.526, -26.831, 14.048)
H (2.364, -26.939, 12.862)
H (2.003, -25.120, 11.037)
C (4.136, -13.203, 9.872)
C (4.626, -14.557, 10.317)
C (5.992, -14.737, 10.603)
C (6.440, -16.039, 10.886)
C (7.915, -16.161, 11.139)
O (8.721, -15.418, 10.605)
C (8.535, -17.252, 11.970)
C (8.259, -17.346, 13.307)
C (9.052, -18.145, 14.073)
C (10.189, -18.756, 13.606)
C (10.438, -18.711, 12.231)
C (9.591, -17.996, 11.378)
C (5.607, -17.163, 11.027)
O (6.146, -18.334, 11.227)
C (4.211, -16.945, 10.839)
C (3.765, -15.656, 10.433)
C (3.172, -18.049, 10.892)
N (3.391, -19.297, 11.226)
C (2.456, -20.392, 11.007)
C (1.178, -20.355, 11.902)
Te (1.119, -19.694, 13.967)
C (1.150, -21.595, 14.922)
C (2.316, -22.382, 15.056)
C (2.203, -23.610, 15.665)
C (1.006, -24.177, 16.042)
C (-0.131, -23.395, 15.936)
C (-0.051, -22.155, 15.346)
C (1.817, -17.651, 10.547)
C (0.968, -17.192, 11.502)
C (-0.331, -16.902, 11.282)
C (-0.869, -17.188, 10.004)
C (0.003, -17.540, 9.007)
C (1.350, -17.766, 9.276)
H (3.996, -12.485, 10.724)
H (3.116, -13.330, 9.377)
H (4.729, -12.638, 9.184)
H (6.719, -13.961, 10.641)
H (7.400, -16.853, 13.797)
H (8.769, -18.342, 15.120)
H (10.738, -19.328, 14.338)
H (11.321, -19.350, 11.873)
H (9.930, -17.710, 10.384)
H (2.726, -15.545, 10.180)
H (3.048, -21.270, 11.267)
H (2.053, -20.346, 10.000)
H (0.804, -21.379, 11.857)
H (0.416, -19.737, 11.486)
H (3.241, -21.922, 14.717)
H (3.030, -24.314, 15.650)
H (0.901, -25.185, 16.457)
H (-1.089, -23.883, 16.089)
H (-1.022, -21.674, 15.093)
H (1.311, -17.041, 12.554)
H (-1.014, -16.588, 12.042)
H (-1.886, -16.939, 9.805)
H (-0.263, -17.569, 7.971)
H (2.028, -18.093, 8.484)
N (4.749, -19.261, 13.644)
S (5.487, -18.910, 15.027)
C (4.844, -19.934, 16.331)
C (5.679, -21.003, 16.755)
C (5.253, -22.017, 17.599)
C (4.053, -21.810, 18.192)
C (3.243, -20.680, 17.982)
C (3.653, -19.704, 17.028)
C (4.887, -17.266, 15.496)
C (4.243, -16.555, 14.501)
C (3.787, -15.280, 14.826)
C (3.917, -14.757, 16.080)
C (4.724, -15.471, 17.012)
C (5.179, -16.735, 16.729)
H (3.729, -19.306, 13.731)
H (6.634, -21.009, 16.240)
H (5.831, -22.881, 17.716)
H (3.590, -22.618, 18.735)
H (2.250, -20.606, 18.405)
H (3.063, -18.844, 16.859)
H (4.227, -16.881, 13.460)
H (3.176, -14.775, 14.049)
H (3.484, -13.734, 16.322)
H (4.994, -15.121, 17.996)
H (5.677, -17.294, 17.487)

Forces on atoms 1 to 2 (eV/Å):
Fe -0.071 -0.890 0.127
Br -0.469 -0.564 0.141

Summary:
Largest force on an atom   3.64 eV/Å
Energy above the lowest of the compared OMol25 structures with the same formula, charge and spin   8.9 kJ/mol
E   -9396.61139 Ha
Lowest unoccupied orbital energy (alpha / beta)   0.0 / 0.0 eV
Net charge   0
Kohn-Sham gap (alpha / beta)   7.4249 / 7.5343 eV
Multiplicity   5

Mulliken atomic charge list, values in e, 2 entries:
1. Fe 0.98
2. Br -0.17